(1)
The following is a quantum chemistry calculation of a structure of composition C33H38N3P2PtSe in a non-equilibrium geometry, from OMol25.

The spin multiplicity is 1. As for the charge: -1. The value obtained for the energy above the lowest of the compared OMol25 structures with the same formula, charge and spin is 148.8 kJ/mol. The value obtained for the LUMO energy (alpha / beta) is 2.204 / 2.204 eV. As for the HOMO energy (alpha / beta): -2.67 / -2.67 eV. The total energy comes out at -126480.5787 eV.

Last column: Mulliken charge in e.
Cartesian coordinates (Å):
Pt1 -1.178 -0.083 0.063  0.222
C1 0.281 -0.039 4.073  -0.832
C2 -0.035 -1.321 4.525  -0.757
C3 -0.647 -2.205 3.663  -0.806
C4 -0.961 -1.820 2.351  0.694
C5 -0.670 -0.522 1.894  -0.111
C6 -0.023 0.354 2.784  0.078
C7 -1.556 -2.747 1.393  1.360
C8 -2.007 -4.048 1.765  -1.002
C9 -2.547 -4.874 0.837  -1.127
C10 -2.683 -4.431 -0.502  1.358
C11 -3.269 -5.218 -1.516  -0.830
C12 -3.404 -4.728 -2.785  -0.624
C13 -2.952 -3.426 -3.084  -0.485
C14 -2.368 -2.651 -2.121  -0.293
C15 -2.216 -3.137 -0.805  -0.257
N1 -1.645 -2.330 0.141  -0.173
H1 0.767 0.663 4.741  0.394
H2 0.204 -1.625 5.536  0.365
H3 -0.865 -3.206 4.014  0.268
H4 0.212 1.350 2.446  0.327
H5 -1.914 -4.371 2.790  0.293
H6 -2.891 -5.867 1.106  0.401
H7 -3.622 -6.212 -1.264  0.389
H8 -3.861 -5.330 -3.560  0.387
H9 -3.063 -3.037 -4.088  0.443
H10 -2.001 -1.661 -2.342  0.086
C16 -1.446 0.727 -2.890  -1.509
P1 0.390 0.954 -2.896  0.454
C17 1.010 -0.632 -2.155  -0.092
N2 0.636 -1.733 -2.750  0.883
C18 1.129 -2.927 -2.311  0.079
C19 0.701 -4.134 -2.904  -0.695
C20 1.212 -5.325 -2.465  -0.620
C21 2.172 -5.353 -1.431  -0.551
C22 2.602 -4.189 -0.852  -0.518
C23 2.077 -2.953 -1.285  0.071
N3 2.492 -1.798 -0.691  -0.279
C24 1.979 -0.653 -1.053  -0.019
P2 2.347 0.694 0.213  0.884
C25 3.902 -0.038 0.894  -1.642
C26 3.024 2.285 -0.558  2.060
C27 3.769 2.100 -1.869  -1.651
C28 3.996 2.878 0.479  -2.180
C29 1.883 3.296 -0.709  -1.611
C30 0.720 0.668 -4.750  1.813
C31 2.167 0.216 -4.963  -1.870
C32 -0.200 -0.314 -5.481  -1.782
C33 0.544 2.058 -5.378  -1.986
H11 -1.783 0.048 -3.671  0.378
H12 -1.900 1.714 -2.996  0.284
H13 -1.910 0.369 -1.950  0.604
H14 -0.038 -4.082 -3.692  0.437
H15 0.878 -6.255 -2.909  0.409
H16 2.567 -6.303 -1.094  0.392
H17 3.334 -4.179 -0.054  0.464
H18 4.219 0.574 1.737  0.464
H19 4.716 -0.117 0.169  0.310
H20 3.674 -1.032 1.261  0.460
H21 4.526 1.315 -1.804  0.254
H22 4.272 3.033 -2.151  0.565
H23 3.070 1.850 -2.662  0.067
H24 4.941 2.338 0.522  0.390
H25 3.558 2.896 1.481  0.393
H26 4.209 3.912 0.193  0.544
H27 1.122 2.969 -1.413  0.133
H28 2.298 4.250 -1.055  0.523
H29 1.376 3.459 0.244  0.271
H30 2.339 -0.787 -4.567  0.257
H31 2.880 0.893 -4.500  0.396
H32 2.384 0.194 -6.036  0.539
H33 -0.278 -1.263 -4.953  0.128
H34 0.205 -0.505 -6.481  0.532
H35 -1.201 0.099 -5.614  0.396
H36 1.275 2.767 -4.985  0.357
H37 -0.453 2.462 -5.179  0.427
H38 0.668 1.996 -6.464  0.457
Se1 -1.813 2.146 0.491  -0.838

Forces on the atoms, in the same order (eV/Å):
Pt -1.0 0.0 0.8
C 0.0 0.0 0.0
C 0.0 0.0 0.0
C 0.0 0.0 0.0
C 0.0 -0.1 0.0
C 0.1 0.0 -0.1
C -0.1 0.0 0.0
C 0.1 -0.2 0.1
C 0.0 0.0 0.0
C 0.0 -0.1 0.0
C 0.0 0.0 0.0
C 0.0 0.0 0.0
C 0.0 0.0 0.0
C 0.0 0.0 0.0
C 0.0 0.0 0.0
C -0.1 0.1 0.0
N 0.5 0.4 -0.2
H 0.0 0.0 0.0
H 0.0 0.0 0.0
H 0.0 0.0 0.0
H 0.0 0.0 0.0
H 0.0 0.0 0.0
H 0.0 0.0 0.0
H 0.0 0.0 0.0
H 0.0 0.0 0.0
H 0.0 0.0 0.0
H 0.0 0.0 0.0
C -0.2 -0.1 0.2
P -0.2 -0.1 0.0
C 0.0 0.0 0.0
N 0.0 0.0 0.0
C 0.0 0.1 0.0
C 0.0 0.0 0.0
C 0.0 0.0 0.0
C 0.0 0.0 0.0
C 0.0 0.0 0.0
C 0.0 0.1 0.1
N 0.1 -0.1 0.0
C -0.1 0.0 0.0
P 0.0 0.0 0.0
C 0.0 0.0 0.0
C 0.1 0.0 0.1
C 0.1 0.0 0.0
C 0.0 0.0 0.0
C -0.1 0.0 0.0
C 0.0 0.0 0.0
C 0.0 -0.1 0.0
C 0.0 0.0 0.0
C 0.0 0.0 0.0
H 0.0 0.1 0.0
H 0.0 0.0 -0.1
H 0.3 0.2 -0.2
H 0.0 0.0 0.0
H 0.0 0.0 0.0
H 0.0 0.0 0.0
H 0.0 0.0 0.0
H 0.0 0.0 0.0
H 0.0 0.0 0.0
H 0.0 0.0 0.0
H 0.0 0.0 0.0
H 0.0 0.0 0.0
H 0.0 0.0 -0.1
H 0.0 0.0 0.0
H 0.0 0.0 0.0
H 0.0 0.0 0.0
H 0.1 0.0 0.1
H 0.0 0.0 0.0
H 0.0 0.0 0.0
H 0.0 0.0 0.0
H 0.1 0.1 0.1
H 0.0 0.0 0.0
H 0.0 0.0 0.0
H 0.0 0.0 0.0
H 0.0 0.0 0.0
H 0.0 0.0 0.0
H 0.0 0.0 0.0
H 0.0 0.0 0.0
Se 0.4 -0.2 -0.4

***

(2)
The following is a quantum chemistry calculation of the molecule C2H3NO3 in a non-equilibrium geometry, from OMol25.

Its SMILES is O=CCON=O. The spin multiplicity is 1. The value obtained for the energy above the lowest of the compared OMol25 structures with the same formula, charge and spin is 488.0 kJ/mol. The value obtained for the LUMO energy is 0.107 eV. As for the HOMO energy: -10.16 eV. The total energy comes out at -9751.0320 eV.

Last column: Mulliken charge in e.
Cartesian coordinates (Å):
C1 0.616 -0.545 -0.205  -0.190
C2 0.799 0.922 0.095  0.144
N1 -1.774 -0.160 0.410  0.228
O1 -2.887 -0.374 0.112  -0.314
O2 -0.813 -0.820 -0.427  -0.195
O3 0.085 1.825 -0.270  -0.423
H1 1.098 -0.981 -1.159  0.279
H2 1.055 -0.949 0.738  0.232
H3 1.821 1.082 0.706  0.238

Forces on the atoms, in the same order (eV/Å):
C -1.4 -0.2 0.1
C 1.8 1.6 -0.6
N -0.2 0.4 0.8
O 1.9 -0.3 -0.4
O 0.1 -0.8 -0.6
O 0.8 -1.0 0.7
H -0.4 1.0 1.7
H -0.7 -0.8 -0.8
H -1.9 0.1 -1.0

***

(3)
The following is a quantum chemistry calculation of the molecule C6H4O2 in a non-equilibrium geometry, from OMol25.

Its SMILES is C#CC1=CCOC1=O. The spin multiplicity is 1. The value obtained for the energy above the lowest of the compared OMol25 structures with the same formula, charge and spin is 259.0 kJ/mol. The value obtained for the LUMO energy is -0.082 eV. As for the HOMO energy: -9.59 eV. The total energy comes out at -10377.8900 eV.

Last column: Mulliken charge in e.
Cartesian coordinates (Å):
C1 0.493 0.887 0.038  0.416
C2 1.735 -1.074 0.106  -0.299
C3 0.286 -1.454 -0.179  -0.411
C4 -0.539 -0.348 -0.145  0.673
C5 -1.877 -0.230 -0.093  -0.680
C6 -3.028 -0.065 0.137  -0.078
H1 2.424 -1.462 -0.587  0.344
H2 1.846 -1.528 1.196  0.226
H3 0.004 -2.564 -0.350  0.329
H4 -4.150 -0.259 0.441  0.334
O1 0.440 2.166 -0.086  -0.573
O2 1.743 0.274 0.101  -0.283

Forces on the atoms, in the same order (eV/Å):
C 0.3 3.6 -1.8
C -3.0 -2.2 2.5
C -1.3 -0.4 -0.5
C 6.3 -0.2 0.4
C -1.3 0.3 -0.1
C -5.1 -1.0 1.2
H 1.0 -0.6 -0.7
H 0.5 0.9 -2.0
H 0.2 2.2 0.4
H 3.1 1.0 -1.0
O -0.4 -6.8 1.1
O -0.4 3.2 0.5